Molecular formula: C7H16N2
Method: DFT, ωB97M-V/def2-TZVPD

Last columns: bonded neighbours and bond lengths (Å).
Atoms and positions in Å:
1 C -0.770 -1.221 1.757  C2 1.497, H6 1.093, H7 1.088, H8 1.095
2 C -0.689 -0.923 0.292  C1 1.497, C3 1.503, C4 1.415
3 C -0.609 -2.123 -0.610  C2 1.503, H9 1.092, H10 1.090, H11 1.094
4 C -1.095 0.315 -0.261  C2 1.415, N5 1.425, H12 1.089
5 N -2.007 0.467 -1.345  C4 1.425, H13 1.011, H14 1.011
6 H 0.187 -1.623 2.099  C1 1.093
7 H -1.011 -0.339 2.348  C1 1.088
8 H -1.532 -1.981 1.952  C1 1.095
9 H 0.039 -1.912 -1.463  C3 1.092
10 H -0.242 -3.011 -0.097  C3 1.090
11 H -1.590 -2.349 -1.038  C3 1.094
12 H -1.335 1.060 0.496  C4 1.089
13 H -1.817 -0.157 -2.118  N5 1.011
14 H -2.978 0.462 -1.066  N5 1.011
15 C 1.199 1.862 -1.566  C16 1.376, H19 1.080, H20 1.078
16 C 1.056 0.624 -0.983  C15 1.376, N17 1.458, H21 1.091
17 N 1.506 0.286 0.362  C16 1.458, C18 1.462, H22 1.017
18 C 1.451 1.363 1.351  N17 1.462, H23 1.092, H24 1.090, H25 1.089
19 H 0.840 2.738 -1.047  C15 1.080
20 H 1.343 1.920 -2.633  C15 1.078
21 H 1.400 -0.181 -1.633  C16 1.091
22 H 2.426 -0.148 0.380  N17 1.017
23 H 2.150 2.173 1.134  C18 1.092
24 H 1.643 0.945 2.339  C18 1.090
25 H 0.435 1.753 1.350  C18 1.089

strongest force on any atom	4.5	eV/A
net charge	0
gap between HOMO and LUMO	7.75	eV
ΔE to the lowest compared entry with this formula, charge and spin	448.3	kJ/mol

Results of the natural (NBO) charge analysis, in e, for atoms 1 through 4:
1. C -0.645
2. C 0.117
3. C -0.679
4. C -0.102